C7H14O2 | ωB97M-V/def2-TZVPD

SMILES string: CC(C)[C@H](C)CC(=O)O
Highest occupied orbital energy in eV: -9.9069
Gap between HOMO and LUMO in eV: 10.69
Total charge: 0
Energy above the lowest of the compared OMol25 structures with the same formula, charge and spin in eV: 0.0000
Strongest force on any atom in eV/Å: 3.679
Energy in eV: -11581.30855

Each line ends with the natural charge from an NBO analysis.
Cartesian coordinates (Å):
C: 0.496133 2.215397 1.009641  -0.6157
C: 0.948318 0.902656 0.374452  -0.1880
C: 1.754952 0.082704 1.375282  -0.6252
C: -0.373454 0.106936 -0.326596  -0.2145
C: -1.594562 -0.065815 0.568706  -0.6260
C: 0.194504 -1.188770 -0.814802  -0.4804
C: -0.851418 -1.938584 -1.866402  0.7991
O: -1.130420 -3.123994 -1.866378  -0.6106
O: -1.357038 -1.136267 -2.826692  -0.6955
H: -0.120233 2.804497 0.324218  0.2087
H: -0.067246 2.043528 1.932944  0.2015
H: 1.363016 2.834048 1.271079  0.2099
H: 1.627701 1.159290 -0.448345  0.1929
H: 2.550827 0.692181 1.821790  0.2139
H: 2.263424 -0.761411 0.900666  0.2087
H: 1.129207 -0.287504 2.191506  0.2047
H: -0.656911 0.751607 -1.165756  0.2147
H: -1.473679 -0.900617 1.263797  0.2061
H: -1.823687 0.835449 1.141412  0.2186
H: -2.459123 -0.306142 -0.062630  0.2172
H: 0.326516 -1.908783 -0.001359  0.2299
H: 1.117345 -1.072403 -1.384901  0.2317
H: -1.864174 -1.738003 -3.411631  0.4982

Cartesian forces (eV/Å) of the 2 atoms listed first:
0.082 0.086 -0.013
-1.695 -0.288 -0.492